(1)
Computed, not measured: C51H37NO2S2V as an isolated structure, with the ωB97M-V functional and the def2-TZVPD basis.

Last column: Löwdin charge in e.
Cartesian coordinates (Å):
V  -0.48  -0.02  0.02  1.012
C  -1.57  0.86  8.00  -0.015
C  -1.27  0.25  6.67  -0.220
C  -0.82  1.05  5.61  0.004
C  -0.56  0.52  4.37  -0.064
C  -0.76  -0.85  4.18  -0.429
C  -1.24  -1.67  5.20  -0.047
C  -1.47  -1.11  6.45  0.007
S  -0.48  -1.69  2.68  1.248
O  -1.06  -0.63  1.58  -0.535
C  1.27  -1.72  2.38  -0.313
C  2.12  -1.12  3.33  -0.034
C  3.47  -1.33  3.25  0.027
C  4.01  -2.22  2.29  -0.145
C  5.39  -2.52  2.28  0.002
C  5.89  -3.46  1.42  -0.023
C  5.02  -4.13  0.53  -0.023
C  3.69  -3.83  0.48  -0.001
C  3.14  -2.85  1.36  -0.117
C  1.76  -2.53  1.37  -0.152
C  0.91  -3.22  0.35  -0.151
C  0.24  -4.41  0.75  -0.103
C  0.28  -4.89  2.09  -0.023
C  -0.37  -6.03  2.45  -0.024
C  -1.11  -6.77  1.49  -0.019
C  -1.13  -6.37  0.19  0.006
C  -0.45  -5.20  -0.21  -0.132
C  -0.41  -4.82  -1.57  0.018
C  0.24  -3.69  -1.96  -0.078
C  0.90  -2.89  -1.00  -0.314
S  1.49  -1.42  -1.84  1.233
O  1.10  -0.24  -0.77  -0.509
C  3.19  -1.22  -2.07  -0.394
C  4.16  -0.97  -1.08  -0.046
C  5.47  -0.82  -1.47  0.004
C  5.86  -0.93  -2.81  -0.217
C  7.29  -0.75  -3.20  -0.014
C  4.88  -1.18  -3.78  0.004
C  3.55  -1.30  -3.42  -0.060
H  -0.90  1.69  8.20  0.096
H  -1.48  0.13  8.80  0.095
H  -2.59  1.25  8.00  0.109
H  -0.68  2.11  5.77  0.134
H  -0.20  1.15  3.56  0.124
H  -1.42  -2.72  5.03  0.121
H  -1.82  -1.74  7.25  0.135
H  1.72  -0.51  4.12  0.109
H  4.13  -0.87  3.97  0.137
H  6.04  -2.03  2.99  0.130
H  6.94  -3.71  1.44  0.126
H  5.42  -4.90  -0.12  0.125
H  3.05  -4.36  -0.21  0.126
H  0.87  -4.37  2.83  0.117
H  -0.32  -6.39  3.46  0.124
H  -1.62  -7.67  1.80  0.126
H  -1.66  -6.95  -0.56  0.130
H  -0.92  -5.43  -2.31  0.140
H  0.23  -3.39  -3.00  0.118
H  3.88  -0.86  -0.05  0.108
H  6.23  -0.61  -0.72  0.132
H  7.96  -1.14  -2.43  0.095
H  7.50  0.31  -3.32  0.109
H  7.51  -1.24  -4.14  0.095
H  5.16  -1.26  -4.82  0.134
H  2.80  -1.46  -4.18  0.118
N  -4.63  -3.78  -4.65  0.221
C  -4.03  -3.14  -3.92  -0.152
C  -3.26  -2.37  -2.99  -0.191
C  -3.26  -2.72  -1.64  0.007
C  -2.49  -2.00  -0.74  -0.058
C  -1.74  -0.91  -1.20  -0.205
C  -1.77  -0.54  -2.55  -0.062
C  -2.53  -1.27  -3.44  0.016
H  -3.85  -3.56  -1.30  0.140
H  -2.49  -2.29  0.30  0.110
H  -1.23  0.33  -2.90  0.116
H  -2.56  -1.00  -4.49  0.139
C  -5.15  2.90  -0.02  -0.017
C  -4.65  1.94  0.86  -0.004
C  -3.33  1.53  0.81  -0.011
C  -2.46  2.09  -0.13  -0.148
C  -1.08  1.72  -0.29  -0.164
C  -0.23  2.43  -1.18  -0.046
C  -0.75  3.39  -2.03  -0.013
C  -2.10  3.69  -1.95  0.075
C  -2.96  3.09  -1.02  -0.140
C  -4.32  3.48  -0.94  0.028
H  -6.19  3.20  0.05  0.129
H  -5.31  1.50  1.60  0.127
H  -2.98  0.79  1.52  0.101
H  0.83  2.22  -1.20  0.118
H  -0.11  3.92  -2.72  0.131
H  -2.52  4.44  -2.62  0.144
H  -4.69  4.23  -1.63  0.135

## Properties
* HOMO-LUMO gap (spin up / spin down): 0.20194 / 0.20183 Eh
* HOMO level (spin up / spin down): -15.7 / -15.7 eV
* total charge: +3
* LUMO (spin up / spin down): -10.242 / -10.244 eV

***

(2)
Computed, not measured: C51H40CsF3N6O2S as an isolated structure, with the ωB97M-V functional and the def2-TZVPD basis.

Last column: Löwdin charge in e.
Cartesian coordinates (Å):
Cs  0.04  0.46  1.24  1.084
C  -1.84  0.65  -7.23  -0.122
C  -2.28  1.53  -6.25  -0.099
C  -2.00  1.28  -4.91  -0.062
C  -1.28  0.15  -4.51  -0.205
C  -0.86  -0.73  -5.51  -0.043
C  -1.12  -0.49  -6.85  -0.099
C  -1.02  -0.12  -3.07  -0.091
C  0.33  -0.46  -2.71  -0.274
C  1.48  -0.37  -3.61  -0.058
C  2.54  -0.88  -2.93  -0.031
C  2.04  -1.28  -1.62  -0.267
C  2.79  -1.97  -0.67  -0.062
C  4.21  -2.29  -1.02  -0.201
C  5.26  -1.69  -0.32  -0.029
C  6.58  -1.99  -0.63  -0.090
C  6.87  -2.89  -1.64  -0.119
C  5.84  -3.50  -2.34  -0.102
C  4.52  -3.19  -2.03  -0.042
C  2.37  -2.45  0.60  -0.262
N  1.17  -2.17  1.13  0.005
C  1.10  -2.71  2.35  -0.277
C  -0.01  -2.55  3.24  -0.073
C  0.28  -2.90  4.67  -0.202
C  -0.41  -3.91  5.32  -0.043
C  -0.13  -4.22  6.65  -0.102
C  0.84  -3.51  7.34  -0.116
C  1.53  -2.49  6.69  -0.085
C  1.26  -2.19  5.37  -0.016
C  -1.30  -2.07  2.99  -0.302
C  -2.28  -1.69  4.00  -0.017
C  -3.33  -1.16  3.33  -0.030
C  -2.99  -1.19  1.91  -0.296
N  -1.79  -1.76  1.75  0.031
C  -3.81  -0.68  0.85  -0.073
C  -3.38  -0.39  -0.45  -0.253
C  -4.30  -0.33  -1.61  -0.025
C  -3.52  -0.18  -2.69  -0.023
C  -2.13  -0.14  -2.21  -0.250
N  -2.11  -0.23  -0.87  0.066
C  -5.25  -0.55  1.16  -0.194
C  -5.96  0.61  0.83  -0.042
C  -7.32  0.73  1.11  -0.100
C  -8.00  -0.30  1.74  -0.122
C  -7.31  -1.46  2.08  -0.100
C  -5.96  -1.58  1.80  -0.041
C  2.32  -3.45  2.62  -0.032
C  3.11  -3.29  1.52  -0.025
N  0.71  -0.95  -1.53  0.092
H  -2.05  0.84  -8.28  0.086
H  -2.83  2.41  -6.53  0.092
H  -2.34  1.98  -4.15  0.118
H  -0.32  -1.63  -5.22  0.117
H  -0.79  -1.19  -7.60  0.092
H  1.49  0.02  -4.62  0.098
H  3.55  -0.96  -3.29  0.101
H  5.03  -0.97  0.45  0.098
H  7.38  -1.50  -0.09  0.095
H  7.90  -3.12  -1.89  0.086
H  6.05  -4.21  -3.13  0.090
H  3.70  -3.66  -2.57  0.119
H  -1.17  -4.46  4.78  0.118
H  -0.68  -5.01  7.14  0.090
H  1.05  -3.74  8.38  0.087
H  2.28  -1.92  7.23  0.098
H  1.79  -1.39  4.87  0.131
H  -2.17  -1.79  5.07  0.101
H  -4.22  -0.73  3.77  0.100
H  -5.37  -0.47  -1.57  0.097
H  -3.85  -0.17  -3.72  0.095
H  -5.43  1.42  0.35  0.118
H  -7.84  1.64  0.84  0.092
H  -9.05  -0.20  1.97  0.086
H  -7.83  -2.27  2.58  0.091
H  -5.43  -2.49  2.06  0.118
H  2.54  -4.02  3.51  0.096
H  4.10  -3.71  1.37  0.094
C  2.11  6.32  -1.23  -0.086
C  1.66  5.08  -0.47  -0.239
N  2.78  4.18  -0.17  -0.004
C  2.75  2.83  -0.37  -0.889
S  3.55  1.82  0.69  0.601
N  2.06  2.35  -1.43  0.017
C  2.01  3.00  -2.74  -0.228
C  0.61  3.15  -3.30  -0.064
H  1.26  6.99  -1.41  0.070
H  2.54  6.06  -2.20  0.058
H  2.86  6.87  -0.66  0.069
H  0.91  4.53  -1.03  0.091
H  1.20  5.38  0.47  0.096
H  3.26  4.40  0.68  0.103
H  2.04  1.34  -1.46  0.078
H  2.60  2.38  -3.42  0.113
H  2.51  3.96  -2.66  0.091
H  0.12  2.18  -3.35  0.045
H  0.65  3.58  -4.30  0.079
H  -0.01  3.80  -2.67  0.069
F  -0.39  3.96  1.90  0.081
C  0.01  4.41  3.11  -0.509
F  0.96  5.35  2.85  0.086
F  -1.05  5.08  3.62  0.107
C  0.55  3.29  4.08  -0.656
O  0.83  3.72  5.20  -0.001
O  0.62  2.17  3.54  -0.164

## Properties
* HOMO-LUMO gap: 0.18713 Eh
* HOMO level: -1.4 eV
* total charge: -2
* LUMO: 3.737 eV

***

(3)
Computed, not measured: C51H40FGeN9O3SSeY as an isolated structure, with the ωB97M-V functional and the def2-TZVPD basis.

Last column: Löwdin charge in e.
Cartesian coordinates (Å):
Y  0.21  0.30  -0.13  1.397
C  2.96  -4.59  -3.94  -0.092
C  1.82  -5.31  -3.55  -0.093
C  0.84  -4.74  -2.77  -0.019
C  1.01  -3.41  -2.39  -0.100
C  0.21  -2.52  -1.55  -0.270
N  0.83  -1.32  -1.55  0.029
C  2.03  -1.35  -2.18  -0.262
N  3.00  -0.43  -2.17  0.212
C  3.13  0.62  -1.37  -0.261
C  4.33  1.47  -1.26  -0.106
C  5.48  1.57  -2.04  -0.021
C  6.45  2.48  -1.64  -0.090
C  6.29  3.25  -0.49  -0.091
C  5.16  3.14  0.30  -0.029
C  4.17  2.25  -0.11  -0.111
C  2.87  1.89  0.47  -0.273
N  2.46  2.26  1.70  0.204
C  1.41  1.86  2.39  -0.291
N  0.33  1.11  1.97  0.012
C  -0.42  0.68  3.00  -0.270
N  -1.40  -0.23  3.01  0.216
C  -1.70  -1.10  2.04  -0.256
N  -1.15  -1.20  0.82  0.033
C  -1.46  -2.37  0.18  -0.280
N  -0.87  -2.93  -0.85  0.221
C  -2.47  -3.03  1.03  -0.102
C  -3.17  -4.21  0.88  -0.013
C  -4.02  -4.60  1.91  -0.084
C  -4.16  -3.82  3.06  -0.085
C  -3.45  -2.64  3.22  -0.013
C  -2.61  -2.25  2.19  -0.091
C  0.10  1.34  4.22  -0.117
C  -0.31  1.28  5.54  -0.020
C  0.44  1.97  6.47  -0.079
C  1.58  2.69  6.09  -0.077
C  2.00  2.74  4.77  -0.008
C  1.23  2.07  3.83  -0.110
N  2.31  1.02  -0.37  0.020
C  2.15  -2.68  -2.78  -0.094
C  3.14  -3.28  -3.56  -0.022
H  3.71  -5.08  -4.55  0.095
H  1.72  -6.34  -3.87  0.095
H  -0.04  -5.28  -2.46  0.110
H  5.60  0.96  -2.92  0.110
H  7.35  2.59  -2.23  0.095
H  7.08  3.94  -0.20  0.096
H  5.04  3.72  1.21  0.111
H  -3.05  -4.81  -0.01  0.114
H  -4.59  -5.51  1.82  0.097
H  -4.82  -4.16  3.85  0.097
H  -3.53  -2.04  4.12  0.112
H  -1.16  0.68  5.82  0.115
H  0.17  1.94  7.52  0.099
H  2.16  3.20  6.85  0.098
H  2.89  3.27  4.48  0.112
H  4.02  -2.72  -3.84  0.109
O  3.87  -2.02  4.96  -0.317
S  2.50  -1.78  4.60  0.626
O  1.65  -1.21  5.62  -0.311
N  2.38  -0.96  3.21  -0.010
C  1.84  -1.69  2.25  -0.495
O  1.62  -1.32  1.08  -0.068
C  1.46  -3.09  2.68  -0.121
C  0.87  -4.10  1.94  0.001
C  0.56  -5.29  2.58  -0.069
C  0.86  -5.47  3.93  -0.081
C  1.47  -4.46  4.67  -0.039
C  1.75  -3.28  4.01  -0.213
H  0.64  -3.95  0.89  0.103
H  0.09  -6.09  2.03  0.101
H  0.60  -6.41  4.41  0.098
H  1.70  -4.58  5.72  0.116
F  -4.07  -3.43  -3.88  0.014
C  -3.45  -2.31  -3.41  -0.304
C  -2.31  -1.86  -4.04  -0.031
C  -1.68  -0.73  -3.56  -0.074
C  -2.16  -0.02  -2.44  -0.364
C  -1.43  1.12  -1.85  -0.283
C  -3.33  -0.52  -1.85  -0.076
C  -3.98  -1.65  -2.32  -0.036
H  -1.91  -2.40  -4.89  0.112
H  -0.77  -0.39  -4.04  0.109
H  -2.15  1.84  -1.44  0.004
H  -0.84  1.65  -2.61  0.022
H  -3.74  -0.01  -0.98  0.108
H  -4.87  -2.03  -1.85  0.111
C  0.65  7.21  -1.76  -0.225
Ge  1.91  5.91  -1.01  0.733
C  3.49  6.84  -0.31  -0.214
C  2.43  4.64  -2.40  -0.201
C  1.01  4.98  0.48  -0.586
Se  -0.31  3.74  -0.22  0.882
C  -1.52  3.70  1.29  -0.385
H  1.13  7.82  -2.52  0.014
H  0.28  7.88  -0.98  0.015
H  -0.21  6.71  -2.21  0.013
H  4.00  7.38  -1.10  0.016
H  4.19  6.12  0.12  0.002
H  3.21  7.55  0.47  0.016
H  2.66  5.18  -3.32  0.021
H  1.62  3.94  -2.63  0.009
H  3.31  4.07  -2.11  0.007
H  0.50  5.72  1.10  0.023
H  1.72  4.44  1.11  -0.009
H  -2.04  4.65  1.38  0.021
H  -0.97  3.48  2.20  0.013
H  -2.25  2.91  1.11  0.020

## Properties
* HOMO-LUMO gap (spin up / spin down): 0.17440 / 0.17413 Eh
* HOMO level (spin up / spin down): -4.1 / -4.1 eV
* total charge: -1
* LUMO (spin up / spin down): 0.598 / 0.595 eV

***

(4)
Computed, not measured: C51H40I2N2O2P2W as an isolated structure, with the ωB97M-V functional and the def2-TZVPD basis.

Last column: Löwdin spin population.
Cartesian coordinates (Å):
W  0.03  -0.39  -0.87  1.748
I  1.55  -2.24  -2.49  0.015
C  3.44  -3.05  -1.72  0.000
C  3.91  -4.06  -2.53  0.001
C  5.09  -4.75  -2.23  0.000
C  5.78  -4.40  -1.11  0.001
C  5.32  -3.38  -0.25  0.000
C  6.08  -3.11  0.91  0.000
C  5.69  -2.13  1.78  0.000
C  4.53  -1.42  1.51  -0.001
C  3.74  -1.65  0.39  -0.004
P  2.26  -0.54  0.47  0.002
C  1.64  -1.31  2.01  0.006
C  1.21  -2.62  1.75  0.005
C  0.79  -3.44  2.78  0.001
C  0.77  -2.95  4.08  0.001
C  1.16  -1.65  4.34  0.001
C  1.60  -0.82  3.31  0.001
C  3.22  1.01  0.66  0.002
C  3.17  1.93  1.69  0.000
C  4.01  3.04  1.66  0.000
C  4.85  3.26  0.59  0.000
C  4.90  2.34  -0.45  0.000
C  4.10  1.22  -0.41  0.000
C  4.11  -2.66  -0.54  0.000
H  3.34  -4.32  -3.41  0.000
H  5.44  -5.53  -2.88  0.000
H  6.70  -4.90  -0.85  0.000
H  6.96  -3.70  1.08  0.000
H  6.26  -1.92  2.67  0.000
H  4.23  -0.66  2.22  0.000
H  1.26  -3.00  0.74  0.001
H  0.47  -4.45  2.58  0.000
H  0.46  -3.59  4.89  0.000
H  1.15  -1.27  5.35  0.000
H  1.91  0.18  3.54  0.000
H  2.51  1.80  2.53  0.000
H  4.01  3.73  2.49  0.000
H  5.49  4.13  0.57  0.000
H  5.56  2.51  -1.29  0.000
H  4.19  0.47  -1.19  0.000
O  -0.64  -1.94  -4.07  -0.003
C  -1.47  -1.41  -3.35  0.008
O  -1.39  -1.45  -2.05  0.050
C  -2.65  -0.64  -3.82  0.001
C  -3.39  -0.97  -4.95  0.000
C  -4.53  -0.24  -5.25  0.000
C  -4.94  0.79  -4.42  0.000
C  -4.20  1.14  -3.31  -0.001
C  -3.03  0.45  -3.02  -0.003
P  -2.05  1.00  -1.57  -0.006
C  -3.41  0.81  -0.36  0.005
C  -3.82  1.78  0.54  0.000
C  -4.90  1.55  1.37  0.000
C  -5.59  0.35  1.31  -0.001
C  -5.19  -0.63  0.42  0.000
C  -4.11  -0.41  -0.41  0.000
C  -1.91  2.80  -1.86  -0.003
C  -2.16  3.36  -3.11  -0.002
C  -2.10  4.73  -3.29  0.000
C  -1.77  5.55  -2.23  -0.002
C  -1.46  5.00  -0.99  0.000
C  -1.52  3.63  -0.81  -0.001
H  -3.07  -1.80  -5.55  0.000
H  -5.10  -0.49  -6.13  0.000
H  -5.86  1.33  -4.63  0.000
H  -4.51  1.95  -2.66  0.000
H  -3.31  2.74  0.58  0.000
H  -5.23  2.32  2.05  0.000
H  -6.45  0.20  1.94  0.000
H  -5.73  -1.56  0.35  0.000
H  -3.82  -1.15  -1.14  0.000
H  -2.39  2.73  -3.96  0.000
H  -2.33  5.15  -4.25  0.000
H  -1.73  6.62  -2.36  0.000
H  -1.15  5.64  -0.18  0.000
H  -1.26  3.20  0.15  0.000
N  -1.36  -2.11  0.43  0.011
C  -1.81  -1.46  1.64  -0.002
C  -2.68  -2.09  2.50  0.005
C  -3.08  -1.49  3.69  -0.003
C  -2.58  -0.26  4.02  0.005
C  -1.69  0.42  3.17  -0.001
C  -1.16  1.68  3.51  0.020
C  -0.26  2.27  2.65  0.001
C  0.05  1.65  1.44  0.026
N  -0.47  0.47  1.04  0.014
C  -1.32  -0.17  1.93  0.009
H  -2.17  -2.23  -0.19  0.001
H  -1.06  -3.06  0.67  0.002
H  -3.05  -3.07  2.24  0.000
H  -3.77  -2.00  4.35  0.000
H  -2.85  0.21  4.96  0.000
H  -1.44  2.16  4.43  0.001
H  0.19  3.22  2.88  0.000
H  0.75  2.13  0.76  0.002
I  0.59  1.18  -4.00  0.075
C  1.17  1.25  -1.90  -0.001
H  0.95  2.28  -1.61  0.007
H  2.26  1.16  -1.96  0.004

## Properties
* HOMO-LUMO gap (spin up / spin down): 0.24445 / 0.23580 Eh
* HOMO level (spin up / spin down): -12.8 / -12.8 eV
* total charge: +2
* LUMO (spin up / spin down): -6.131 / -6.396 eV
* 2S+1: 3

***

Ordered energy above the lowest of the compared OMol25 structures with the same formula, charge and spin results: 0.117; 0.000; 0.065; 1.187; unit eV.